Record 1
{
  "formula": "C6H12",
  "method": "ωB97M-V/def2-TZVPD",
  "species": ["C", "C", "C", "C", "C", "C", "H", "H", "H", "H", "H", "H", "H", "H", "H", "H", "H", "H"],
  "xyz": [[1.61, 1.01, -0.34], [1.40, -0.34, 0.35], [0.13, -0.96, -0.21], [-0.99, -1.56, 0.57], [-1.19, -0.23, -0.13], [-1.40, 0.98, 0.77], [2.33, 0.95, -1.17], [0.66, 1.33, -0.78], [1.93, 1.80, 0.34], [1.34, -0.24, 1.44], [2.24, -1.02, 0.16], [0.28, -1.44, -1.18], [-0.98, -1.48, 1.65], [-1.41, -2.50, 0.21], [-1.74, -0.18, -1.06], [-2.34, 0.87, 1.31], [-1.44, 1.92, 0.22], [-0.61, 1.08, 1.52]],
  "smiles": "CC[C@H]1C[C@H]1C",
  "lumo_energy_ev": 1.25,
  "spin_multiplicity": 1,
  "orbital_gap_ev": 11.1,
  "charge": 0
}

Record 2
{
  "formula": "C5H8N",
  "method": "ωB97M-V/def2-TZVPD",
  "species": ["C", "C", "C", "C", "C", "N", "H", "H", "H", "H", "H", "H", "H", "H"],
  "xyz": [[1.56, -0.57, 0.37], [1.00, -1.73, -0.24], [-0.24, -0.65, 0.30], [-0.36, 0.56, -0.42], [-1.33, 1.67, -0.11], [0.82, 0.54, 0.38], [2.34, -0.66, 0.99], [0.87, -2.12, -1.19], [1.14, -2.60, 0.40], [-0.68, -0.87, 1.23], [-0.19, 0.48, -1.52], [-2.04, 1.98, -1.02], [-0.93, 2.60, 0.17], [-1.96, 1.39, 0.67]],
  "lumo_energy_ev": -4.92,
  "spin_multiplicity": 1,
  "orbital_gap_ev": 11.2,
  "charge": 1
}

Record 3
{
  "formula": "C16H19N5O2",
  "method": "ωB97M-V/def2-TZVPD",
  "species": ["C", "N", "C", "N", "N", "C", "N", "C", "C", "N", "C", "C", "C", "C", "C", "C", "C", "O", "C", "C", "O", "C", "C", "H", "H", "H", "H", "H", "H", "H", "H", "H", "H", "H", "H", "H", "H", "H", "H", "H", "H", "H"],
  "xyz": [[4.31, 0.30, -2.57], [4.00, 0.37, -1.12], [4.87, 0.80, -0.15], [4.44, 0.48, 1.00], [3.23, -0.14, 0.83], [2.96, -0.22, -0.44], [1.82, -0.83, -1.00], [0.98, -0.02, -1.96], [-0.15, 0.66, -1.15], [-1.02, -0.40, -0.60], [-2.37, -0.01, -0.10], [-2.24, 0.86, 1.15], [-2.17, 2.25, 1.06], [-2.10, 3.00, 2.22], [-2.13, 2.45, 3.47], [-2.17, 1.05, 3.57], [-2.27, 0.28, 2.41], [-2.25, 0.44, 4.79], [-2.06, 1.26, 5.88], [-1.92, 2.62, 5.80], [-2.06, 3.25, 4.59], [-0.23, -1.23, 0.32], [1.10, -1.83, -0.26], [5.26, 0.80, -2.75], [3.51, 0.72, -3.16], [4.44, -0.72, -2.89], [5.82, 1.31, -0.32], [0.54, -0.68, -2.71], [1.59, 0.69, -2.53], [-0.76, 1.34, -1.79], [0.30, 1.25, -0.37], [-2.93, 0.52, -0.84], [-2.90, -0.92, 0.13], [-2.15, 2.73, 0.09], [-1.98, 4.07, 2.14], [-2.34, -0.79, 2.43], [-1.96, 0.84, 6.87], [-1.73, 3.22, 6.68], [0.05, -0.70, 1.24], [-0.86, -2.06, 0.61], [0.86, -2.69, -0.90], [1.77, -2.22, 0.52]],
  "smiles": "Cn1cnnc1N1CCN(Cc2ccc3c(c2)OC=CO3)CC1",
  "lumo_energy_ev": 0.67,
  "spin_multiplicity": 1,
  "orbital_gap_ev": 8.3,
  "charge": 0
}

Record 4
{
  "formula": "C2HBrCl2S",
  "method": "ωB97M-V/def2-TZVPD",
  "species": ["C", "C", "S", "Cl", "Cl", "Br", "H"],
  "xyz": [[1.27, -0.05, 0.25], [0.37, -0.92, -0.03], [-1.82, 1.39, -0.36], [2.98, -0.35, 0.10], [-0.24, -2.37, -0.53], [-3.84, 1.23, 0.14], [1.27, 1.06, 0.43]],
  "lumo_energy_ev": [-1.10, -2.43],
  "spin_multiplicity": 1,
  "orbital_gap_ev": [8.2, 6.5],
  "charge": 0
}